No. 1
33
Properties=species:S:1:pos:R:3:lowdin_charge:R:1 method="wB97M-V/def2-TZVPD" homo_energy_ev=-9.362 total_charge=0 gap_ev=10.0 smiles="C=CCCCCCCCC(=O)OC" multiplicity=1 total_energy_ha=-581.1888 relative_energy_kcal_mol=274.9
C -4.7287 -0.9691 -0.8289 -0.017
C -3.7686 -1.3896 -0.0021 -0.189
C -2.2781 -1.3054 -0.1961 -0.337
H -2.1251 -1.0847 -1.1992 0.108
C -1.7091 -0.7132 0.7356 -0.272
C -2.1391 0.8629 0.8202 -0.208
C -1.5492 1.5354 -0.2723 -0.233
C -0.2072 2.4673 -0.2350 -0.173
C 0.9280 1.6287 0.3036 -0.212
C 1.5861 0.6158 -0.6771 -0.144
C 2.4255 -0.1434 -0.0267 -0.462
O 2.1271 -0.9267 0.8123 0.156
O 3.6730 -0.5785 -0.8139 -0.091
C 4.6297 -1.2352 -0.1705 -0.161
H 4.8660 -1.0942 0.6942 -0.020
H 4.1323 -2.3685 -0.1069 0.148
H 5.5111 -1.4038 -0.8057 0.103
H 0.6956 0.0427 -1.0440 0.149
H 2.1774 1.3197 -1.5113 0.210
H 0.6358 1.0612 1.3770 0.176
H 1.7314 2.2674 0.6428 0.101
H 0.0148 3.0794 -0.8538 -0.021
H -0.4315 3.3078 0.7042 0.178
H -2.2457 2.4256 -0.6682 0.136
H -1.2589 1.1118 -1.4725 0.184
H -3.0885 1.0521 0.6976 0.054
H -1.7630 1.2786 1.6793 0.094
H -0.6210 -0.5253 0.7796 0.098
H -2.1235 -0.9210 1.9880 0.218
H -2.0474 -2.4647 0.0060 0.187
H -4.2672 -1.6199 0.9120 0.095
H -5.8752 -1.0000 -0.8732 0.078
H -4.4210 -0.5718 -1.8562 0.069

=====

No. 2
35
Properties=species:S:1:pos:R:3:lowdin_charge:R:1 method="wB97M-V/def2-TZVPD" homo_energy_ev=-9.856 total_charge=0 gap_ev=10.5 smiles="COC(=O)[C@@H]1[C@H]([C@H](O)C(C)(C)O)C1(C)C" multiplicity=1 total_energy_ha=-732.0692 relative_energy_kcal_mol=13.5
O 1.0825 -1.4174 3.2668 0.087
O -0.8284 -1.8672 2.0580 -0.066
O -1.0655 2.9382 0.5203 -0.027
O -1.4646 0.8869 -1.4048 -0.015
C 0.4137 -1.3374 2.2439 -0.410
C -1.3830 -2.4704 3.2364 -0.045
C -1.4770 1.4390 2.4161 0.000
C -3.1982 1.9796 0.7242 -0.037
C 2.2756 -0.8775 -1.1932 -0.032
C 0.0982 -2.1863 -0.8818 -0.016
C -1.6985 1.7056 0.9101 -0.521
C 0.9540 -0.9701 -0.4610 -0.425
C -1.1693 0.5491 -0.0444 -0.261
C 0.3353 0.3067 0.0050 -0.121
C 1.0710 -0.5792 1.0301 -0.025
H -1.0293 2.8783 -0.4548 0.097
H -1.0855 0.2212 -1.9932 0.100
H -1.6282 -1.6767 3.9468 0.092
H -2.3267 -2.9910 3.0294 0.096
H -0.6816 -3.1853 3.6725 0.096
H -1.9765 0.5069 2.6810 0.079
H -1.8623 2.2788 3.0298 0.101
H -0.4177 1.3939 2.6103 0.080
H -3.5018 2.9001 1.3140 0.110
H -3.7831 1.1325 0.9915 0.067
H -3.4360 2.2203 -0.3329 0.089
H 2.7905 -1.8544 -1.1460 0.099
H 2.1070 -0.5631 -2.2181 0.083
H 2.8715 -0.0953 -0.7420 0.080
H 0.1283 -2.3208 -1.9471 0.072
H 0.5015 -3.1101 -0.4502 0.091
H -0.9459 -2.1154 -0.5491 0.076
H -1.7232 -0.3277 0.2042 0.124
H 0.8311 1.1851 -0.3440 0.143
H 2.0623 -0.2827 1.3615 0.139

=====

No. 3
37
Properties=species:S:1:pos:R:3:lowdin_charge:R:1 method="wB97M-V/def2-TZVPD" homo_energy_ev=-9.235 total_charge=0 gap_ev=9.8 smiles=CCCCO[C@@]12OC[C@H](O)[C@@H](O)[C@]1(CO)[C@H]2O multiplicity=1 total_energy_ha=-882.4986 relative_energy_kcal_mol=0.0
O -1.0913 -0.2604 -2.5261 -0.071
O 4.1263 1.4571 -0.3432 -0.015
O 2.5548 1.8396 -2.6849 -0.006
O -1.8157 2.0305 -1.4764 -0.003
O -0.7730 -0.1972 0.1132 -0.054
O 0.8386 1.3837 1.0395 -0.025
C -2.0397 -3.5702 2.6679 -0.134
C -1.6486 -0.0550 1.2697 -0.178
C 2.0894 0.7147 0.9261 -0.085
C 0.2283 0.2742 -2.6218 -0.123
C -1.3334 -2.4493 1.9008 -0.262
C -2.3744 -1.3500 1.5738 -0.188
C 2.8320 0.8940 -0.4593 -0.269
C 1.9979 1.8090 -1.3992 -0.265
C -0.5147 2.1266 -0.8850 -0.133
C 0.0147 0.9833 -0.0610 -0.372
C 0.5642 1.2203 -1.4554 -0.179
H -1.1260 -0.7511 -1.6694 0.106
H 4.4648 1.6231 -1.2367 0.098
H 2.0032 2.4382 -3.2343 0.126
H -1.8641 1.2430 -2.0242 0.049
H -2.9001 -3.9701 2.1198 0.069
H -2.4170 -3.2775 3.6729 0.079
H -1.3003 -4.4092 2.7385 0.078
H -1.0712 0.2429 2.1464 0.123
H -2.3900 0.7494 1.1009 0.137
H 2.7803 1.0889 1.7416 0.152
H 1.8798 -0.3311 1.1187 0.119
H 0.9157 -0.5370 -2.7142 0.121
H 0.2975 0.9027 -3.5509 0.146
H -0.9026 -2.8968 0.9813 0.115
H -0.5147 -2.0424 2.4914 0.105
H -3.0175 -1.6287 0.7251 0.120
H -3.0845 -1.1687 2.4210 0.130
H 2.8855 -0.0920 -0.9314 0.152
H 2.0189 2.7962 -0.9196 0.165
H -0.3131 3.1692 -0.5557 0.174

=====

No. 4
33
Properties=species:S:1:pos:R:3:lowdin_charge:R:1 method="wB97M-V/def2-TZVPD" homo_energy_ev="-7.520 / -7.519" total_charge=0 gap_ev="7.8 / 7.8" multiplicity=1 total_energy_ha=-2907.6305 relative_energy_kcal_mol=0.0
C 0.8172 1.5518 0.4196 -0.486
C 1.5548 1.8263 -0.9812 -0.129
C 2.9591 1.2447 -0.9379 -0.212
C 2.9104 -0.1966 -0.3825 -0.187
C 2.5354 -0.1215 1.1072 -0.209
C 1.2218 0.5488 1.2082 -0.080
C -2.3866 -2.4871 -1.3407 -0.117
C -1.4843 -1.1050 1.3366 -0.126
C -2.9347 1.8598 0.7824 -0.296
C -1.1423 -1.6673 -1.1571 -0.346
C -1.3133 -0.6453 -0.1144 -0.610
O -0.3127 2.1892 0.5567 -0.289
Se -1.7907 1.0096 -0.5471 1.259
H 0.8376 1.4643 -1.8279 0.117
H 1.6967 2.9103 -1.2636 0.116
H 3.4754 1.3463 -1.8646 0.090
H 3.5470 1.8450 -0.2082 0.122
H 2.1275 -0.7070 -0.9266 0.100
H 3.8287 -0.6835 -0.5237 0.085
H 2.6753 -1.0280 1.6586 0.092
H 3.3465 0.4157 1.6421 0.116
H 0.5729 0.4106 2.1881 0.141
H -2.2205 -3.5892 -1.6771 0.102
H -2.6983 -2.8108 -0.3509 0.054
H -3.1001 -2.1182 -2.1066 0.088
H -1.4554 -0.3507 2.1985 0.090
H -0.5273 -1.6114 1.4067 0.063
H -2.4002 -1.7780 1.4599 0.094
H -2.2801 1.9242 1.6885 0.041
H -3.2616 2.8103 0.3922 0.022
H -3.8528 1.2369 1.0304 0.061
H -0.2522 -2.3282 -0.8015 0.146
H -0.6935 -1.3660 -2.0643 0.087

=====

No. 5
50
Properties=species:S:1:pos:R:3:lowdin_charge:R:1 method="wB97M-V/def2-TZVPD" homo_energy_ev=2.686 total_charge=-4 gap_ev=5.3 multiplicity=1 total_energy_ha=-2650.9910 relative_energy_kcal_mol=35.9
Ag 0.7560 0.0284 0.0626 0.844
C 0.9354 -0.3489 5.4226 -0.125
C 0.1987 0.7865 4.7220 -0.698
C -0.5114 1.7151 5.7561 -0.128
O 0.9502 1.4747 3.7728 -0.377
H 1.2740 -1.0447 4.6549 0.061
H 0.3526 -0.6793 6.2824 0.043
H 1.8873 -0.0640 5.8707 0.044
H -0.6658 0.3587 4.2142 0.092
H -0.9454 2.6528 5.4092 0.046
H 0.1706 2.0126 6.5526 0.037
H -1.3886 1.2072 6.1570 0.039
C -0.2324 3.1078 -4.0494 -0.115
C 0.2279 3.9324 -2.7758 -0.648
C -0.7965 5.0747 -2.5473 -0.127
O 0.8778 3.3340 -1.6462 -0.378
H 0.5532 2.4449 -4.4120 0.050
H -0.6399 3.6827 -4.8810 0.035
H -1.1151 2.6090 -3.6491 0.053
H 1.0238 4.5031 -3.2544 0.059
H -0.5181 5.9761 -3.0933 0.039
H -0.8911 5.3786 -1.5048 0.050
H -1.8436 4.8240 -2.7166 0.041
C 3.7371 -1.5292 -3.0072 -0.106
C 4.5812 -1.6701 -1.7082 -0.703
C 6.0541 -1.5129 -2.0977 -0.134
O 4.2709 -0.8592 -0.6344 -0.365
H 4.3215 -1.9121 -3.8439 0.038
H 3.3694 -0.5088 -3.1150 0.061
H 2.8004 -2.0830 -2.9442 0.049
H 4.3264 -2.6397 -1.2805 0.086
H 6.3449 -2.4447 -2.5829 0.036
H 6.7091 -1.3923 -1.2349 0.048
H 6.2579 -0.6920 -2.7852 0.051
C -4.5303 1.3051 1.2159 -0.619
F -5.0822 2.3450 0.5954 0.104
F -3.3273 0.8949 0.7484 0.105
F -4.4265 1.5898 2.5417 0.091
S -5.6801 -0.1987 0.8488 0.428
O -5.1108 -1.3756 1.5456 -0.375
O -6.9993 0.1619 1.2764 -0.380
O -5.5290 -0.5312 -0.5509 -0.356
C -0.9160 -5.7246 -1.2431 -0.716
F -0.6894 -5.6133 -2.5609 0.089
F -1.5862 -6.8268 -1.0230 0.125
F 0.2726 -5.6984 -0.7335 0.141
S -1.9886 -4.2259 -0.5358 0.470
O -1.1882 -3.0368 -0.3330 -0.357
O -3.0496 -4.0144 -1.5633 -0.389
O -2.6013 -4.7737 0.6581 -0.362

=====

No. 6
36
Properties=species:S:1:pos:R:3:lowdin_charge:R:1 method="wB97M-V/def2-TZVPD" homo_energy_ev=-12.636 total_charge=+1 gap_ev=9.5 smiles="CC(C)[NH+](C(C)C)[C@H]1C=CC=C1B(O)O" multiplicity=1 total_energy_ha=-661.5887
B 2.2161 -0.9650 -1.9824 -0.602
C 2.6535 -1.0358 1.8174 -0.012
C 3.0716 -1.2548 0.4296 0.009
C 1.4687 -0.4067 1.8777 0.017
C 2.1772 -0.7577 -0.4179 -0.039
C 1.1741 0.1071 0.4301 -0.180
C -0.5623 -2.3481 0.5407 0.006
C -2.4693 -0.7719 -0.1513 -0.024
C -0.1876 2.4584 -1.1008 -0.005
C -0.6694 1.9721 1.4312 0.014
C -1.0428 -0.9033 0.3986 -0.356
C -0.7489 1.5464 -0.0576 -0.341
N -0.1667 0.1798 -0.1985 0.011
O 3.0596 -1.5994 -2.7498 0.241
O 0.9950 -0.5794 -2.6359 0.073
H 3.1437 -1.3187 2.6655 0.089
H 3.8741 -1.8447 -0.0336 0.140
H 0.9319 -0.1313 2.7014 0.087
H 1.6226 1.0373 0.2382 0.138
H 0.0763 -2.4665 1.4208 0.084
H -1.4582 -3.0835 0.5594 0.136
H 0.0147 -2.5367 -0.3516 0.079
H -2.4039 -1.3054 -1.0502 0.069
H -2.9593 0.2084 -0.2340 0.089
H -3.0823 -1.3505 0.6373 0.133
H 0.9132 2.7209 -0.9019 0.125
H -0.2606 2.0821 -2.1033 0.090
H -0.5445 3.4120 -0.9728 0.064
H 0.2572 2.2395 1.6694 0.029
H -1.0700 1.1529 2.0877 0.100
H -1.3876 2.8896 1.5752 0.148
H -1.3276 -0.5719 1.3508 0.093
H -1.7161 1.4956 -0.2836 0.069
H 0.0800 -0.2296 -1.1106 0.133
H 2.8586 -1.9565 -3.6343 0.149
H 1.0147 -0.2922 -3.5901 0.146